# 1
The following is a quantum chemistry calculation of 2 unconnected molecules or ions with the total composition C9H14O, from OMol25.

XYZ file:
```
24
C9H14O | OMol25 | the ωB97M-V functional and the def2-TZVPD basis
C 0.5326 -2.4683 0.9389
C -1.1367 0.8882 1.0746
C -0.0355 1.7081 1.4876
C -0.8998 -0.4423 1.0018
C 0.4246 -0.9664 1.0237
C 1.1986 1.1980 1.8152
C 1.4273 -0.1782 1.5152
O -0.3352 3.0315 1.5622
H -2.0160 1.4959 0.9285
H -1.7135 -1.1440 0.8914
H 1.9618 1.8727 2.1728
H 0.2748 3.5533 2.0935
H 0.1070 -2.9629 1.8233
H 1.5155 -2.9200 0.8276
H 2.4309 -0.5444 1.6933
H -0.0873 -2.8548 0.1242
C -0.2021 0.8480 -2.6098
C -0.7329 -0.6294 -2.5012
H 0.6069 1.1038 -1.9408
H 0.3698 0.8980 -3.5482
H -1.1017 1.4392 -2.6998
H -0.3178 -1.1654 -1.6578
H -0.4565 -1.1580 -3.4212
H -1.8148 -0.6027 -2.5948
```

Results
**E**: -426.53617 hartree
**HOMO level**: -8.295 eV
**E_LUMO**: 0.8 eV
**Frontier orbital gap**: 9.14 eV
**Multiplicity**: 1
**Total charge**: 0
**Energy relative to the best compared isomer or geometry (same formula, charge and spin)**: 96.1 kJ/mol

# 2
The following is a quantum chemistry calculation of a gas-phase ion, C7H12NS (charge +1), from OMol25.

XYZ file:
```
21
C7H12NS | OMol25 | the ωB97M-V functional and the def2-TZVPD basis
C -1.6491 -1.0375 -0.3765
C 1.1098 -0.1923 -1.2984
C 1.9902 0.6311 -0.4501
C -0.8830 1.3296 0.3221
C -2.4643 1.2556 0.5687
C 0.9736 -0.2803 0.2767
C 1.3892 -1.6613 0.8562
N -0.2564 0.0701 0.6437
S -3.0320 -0.3707 -0.1100
H -1.4321 -2.0617 -0.8088
H 0.2241 0.2335 -1.7666
H 1.5529 -1.0480 -1.7159
H 3.0015 0.4481 -0.2808
H 1.8082 1.6626 -0.5890
H -0.7518 1.4523 -0.7540
H -0.3087 1.9793 0.8901
H -2.6319 1.4171 1.6472
H -3.0334 1.9412 -0.1327
H 1.5224 -2.3692 -0.0022
H 0.5790 -1.8744 1.5579
H 2.2920 -1.5249 1.5226
```

Results
**E**: -726.40271 hartree
**HOMO level (alpha / beta)**: -12.606 / -12.605 eV
**E_LUMO (alpha / beta)**: -5.4 / -5.4 eV
**Frontier orbital gap (alpha / beta)**: 7.23 / 7.23 eV
**Multiplicity**: 1
**Total charge**: +1
**Energy relative to the best compared isomer or geometry (same formula, charge and spin)**: 454.9 kJ/mol

# 3
The following is a quantum chemistry calculation of a molecular structure, C36H46F4IrN3O2Si4, from OMol25.

XYZ file:
```
96
C36H46F4IrN3O2Si4 | OMol25 | the ωB97M-V functional and the def2-TZVPD basis
Ir 0.4888 1.6633 1.2781
C 1.3734 -2.9857 1.4976
Si 2.1633 -2.0600 0.0722
C 4.0274 -2.2779 0.2268
C 1.5883 -2.8087 -1.5378
Si 2.0095 0.3159 0.1519
Si 2.4549 0.9796 -2.1102
C 4.0537 0.1188 -2.5785
C 0.9968 0.4121 -3.1339
C 2.7501 2.8100 -2.3310
Si 3.4805 1.2684 1.7236
C 5.1203 1.8529 1.0462
C 3.7339 0.1740 3.2262
C 2.5042 2.7839 2.3807
H 1.7100 -4.0251 1.4381
H 0.2855 -2.9887 1.4156
H 1.6739 -2.6055 2.4757
H 4.2514 -3.3342 0.0478
H 4.3968 -2.0357 1.2241
H 4.5977 -1.6996 -0.5011
H 1.7243 -3.8915 -1.4559
H 2.1619 -2.4757 -2.4022
H 0.5323 -2.6087 -1.7111
H 3.9921 -0.9682 -2.5903
H 4.8731 0.4161 -1.9213
H 4.3155 0.4464 -3.5893
H 1.0960 -0.6257 -3.4504
H 0.9347 1.0453 -4.0234
H 0.0572 0.5036 -2.5888
H 3.5064 3.2153 -1.6572
H 1.8430 3.4030 -2.2414
H 3.1218 2.9267 -3.3549
H 5.6765 1.0226 0.6068
H 5.7336 2.2840 1.8412
H 4.9822 2.6092 0.2711
H 4.3060 -0.7280 3.0110
H 2.7823 -0.1296 3.6660
H 4.2849 0.7397 3.9836
H 2.9823 3.7011 2.0305
H 2.5331 2.7677 3.4717
H 1.4321 2.9882 2.1368
O -0.6931 -1.2097 -0.2084
C -1.5198 -0.4084 0.1935
N -2.8701 -0.5278 0.1626
C -3.5618 0.6516 0.6696
C -2.3546 1.4361 1.2201
O -2.3682 2.4495 1.8858
N -1.2242 0.8077 0.7939
C -4.1381 1.5179 -0.4514
C -4.7864 2.7042 -0.1145
C -5.2581 3.5463 -1.1069
C -5.0933 3.2117 -2.4462
C -4.4524 2.0315 -2.7847
C -3.9689 1.1886 -1.7896
C -4.5692 0.2823 1.7448
C -4.1790 0.1620 3.0751
C -5.0819 -0.2664 4.0354
C -6.3846 -0.5810 3.6737
C -6.7803 -0.4585 2.3505
C -5.8773 -0.0249 1.3900
H -3.3286 -1.3431 -0.2057
H -4.9099 2.9678 0.9284
H -5.7587 4.4664 -0.8359
H -5.4697 3.8675 -3.2200
H -4.3308 1.7566 -3.8247
H -3.4673 0.2703 -2.0676
H -3.1712 0.4279 3.3717
H -4.7734 -0.3451 5.0704
H -7.0909 -0.9123 4.4232
H -7.7964 -0.6947 2.0636
H -6.1965 0.0845 0.3605
F -2.4602 -0.2850 7.2492
C -1.3467 -0.9143 6.8519
F -1.6240 -2.2147 6.7361
F -0.4288 -0.7672 7.8146
C -0.8454 -0.3297 5.5507
C -0.6080 1.0355 5.4728
C -0.1520 1.5570 4.2813
N 0.0583 0.7898 3.2039
C -0.1907 -0.5222 3.2777
C -0.6301 -1.1256 4.4410
H -0.7831 1.6853 6.3188
H 0.0313 2.6175 4.1693
H -0.0349 -1.0911 2.3713
H -0.8143 -2.1900 4.4632
F -0.9377 6.0259 -2.7651
C -0.5800 5.0474 -1.9318
C -1.1251 3.7867 -2.1048
C -0.7678 2.7863 -1.2235
C 0.1514 3.0044 -0.1775
C 0.6778 4.3067 -0.0571
C 0.3188 5.3268 -0.9186
H -1.8356 3.6079 -2.9009
H -1.2218 1.8180 -1.3662
H 1.3932 4.5450 0.7168
H 0.7242 6.3243 -0.8202
```

Results
**E**: -3375.85990 hartree
**HOMO level (alpha / beta)**: -11.007 / -10.952 eV
**E_LUMO (alpha / beta)**: -3.6 / -5.5 eV
**Frontier orbital gap (alpha / beta)**: 7.42 / 5.48 eV
**Multiplicity**: 2
**⟨S²⟩**: 0.76
**Total charge**: +1
**Energy relative to the best compared isomer or geometry (same formula, charge and spin)**: 0.0 kJ/mol

# 4
The following is a quantum chemistry calculation of 2 unconnected molecules or ions with the total composition C6H12O, from OMol25.

XYZ file:
```
19
C6H12O | OMol25 | the ωB97M-V functional and the def2-TZVPD basis
C -2.2186 -0.9848 -0.5578
C -1.6001 0.3490 -0.8556
C -1.7285 1.4362 -0.0991
C 0.8702 -0.9713 1.0365
O 1.1675 -1.2771 -0.3230
C 2.1026 -0.4935 0.4113
C 2.2547 0.9428 -0.0145
H -2.9741 -1.2471 -1.3089
H -1.4514 -1.7672 -0.5806
H -2.7019 -0.9928 0.4251
H -0.9879 0.3975 -1.7556
H -2.3220 1.4268 0.8139
H -1.2478 2.3754 -0.3611
H 0.0467 -0.2717 1.1771
H 0.8945 -1.8219 1.7170
H 3.0286 -1.0244 0.6436
H 1.2870 1.3279 -0.3504
H 2.9720 1.0351 -0.8366
H 2.6085 1.5611 0.8188
```

Results
**E**: -310.97757 hartree
**HOMO level**: -9.591 eV
**E_LUMO**: 1.2 eV
**Frontier orbital gap**: 10.74 eV
**Multiplicity**: 1
**Total charge**: 0
**Energy relative to the best compared isomer or geometry (same formula, charge and spin)**: 214.5 kJ/mol

# 5
The following is a quantum chemistry calculation of 3 unconnected molecules or ions with the total composition C10H25N5O5, from OMol25.

XYZ file:
```
45
C10H25N5O5 | OMol25 | the ωB97M-V functional and the def2-TZVPD basis
C -2.7988 2.0001 2.4680
C -1.7550 1.2204 1.6316
C -2.5241 0.3991 0.5908
C -0.8588 2.2823 0.9846
C 0.1415 1.6995 -0.0441
C -0.0469 2.4411 -1.3817
C 1.5752 1.9573 0.4565
O 2.5401 1.0289 -0.0130
N 2.4217 -0.2173 0.6034
C 2.9197 -0.2533 1.9042
O 2.2022 -0.3677 2.8174
O 4.2540 -0.1321 2.0964
H -3.3859 1.3518 3.1102
H -2.2652 2.7593 3.0405
H -3.4354 2.5354 1.7657
H -1.1804 0.5980 2.3180
H -1.8652 -0.3813 0.2141
H -3.3439 -0.0970 1.1012
H -2.8553 0.9967 -0.2536
H -0.3602 2.8306 1.7861
H -1.5048 2.9866 0.4584
H -0.0546 0.6437 -0.2146
H 0.7167 2.1327 -2.0915
H 0.0071 3.5077 -1.1705
H -1.0472 2.2625 -1.7721
H 1.8838 2.9226 0.0608
H 1.5599 2.0656 1.5443
H 1.4904 -0.6077 0.5437
H 4.6580 -1.0052 1.9973
C -3.2160 -3.3605 -0.0970
O -2.9301 -2.7902 -1.1303
N -2.2828 -3.9890 0.6807
N -4.4973 -3.4226 0.3800
H -2.4991 -4.4642 1.5359
H -1.3312 -3.9646 0.3624
H -5.2097 -2.9720 -0.1639
H -4.7532 -3.8879 1.2298
C 3.4236 -1.4342 -3.1461
O 2.7667 -2.2426 -2.5166
N 3.6303 -1.5506 -4.4946
N 4.0075 -0.3467 -2.5640
H 4.1667 -0.8981 -5.0335
H 3.2140 -2.3388 -4.9546
H 3.8719 -0.2275 -1.5740
H 4.5505 0.3292 -3.0662
```

Results
**E**: -1046.01578 hartree
**HOMO level**: -9.621 eV
**E_LUMO**: 0.6 eV
**Frontier orbital gap**: 10.22 eV
**Multiplicity**: 1
**Total charge**: 0
**Energy relative to the best compared isomer or geometry (same formula, charge and spin)**: 244.6 kJ/mol

# 6
The following is a quantum chemistry calculation of a single C6H4O molecule, from OMol25.

XYZ file:
```
11
C6H4O | OMol25 | the ωB97M-V functional and the def2-TZVPD basis
C 3.0486 -0.0665 0.0231
C 1.7869 0.0674 -0.0115
C 0.5037 0.1807 -0.0859
C -0.6617 1.1209 -0.1049
C -1.7893 0.2972 -0.0234
C -1.3325 -0.9556 -0.0051
H 4.0676 -0.3825 0.0307
H -0.6783 2.2048 -0.1940
H -2.9230 0.5538 0.2721
H -2.0151 -1.8786 0.3127
O -0.0070 -1.1417 -0.2139
```

Results
**E**: -306.10499 hartree
**HOMO level**: -7.947 eV
**E_LUMO**: 0.2 eV
**Frontier orbital gap**: 8.17 eV
**Multiplicity**: 1
**Total charge**: 0
**Energy relative to the best compared isomer or geometry (same formula, charge and spin)**: 279.7 kJ/mol

# 7
The following is a quantum chemistry calculation of a molecular structure, C21H29AuNO2S, from OMol25.

XYZ file:
```
55
C21H29AuNO2S | OMol25 | the ωB97M-V functional and the def2-TZVPD basis
Au -2.2936 -0.1836 -0.5688
C -0.1298 -0.8783 2.8948
N -0.0987 0.4822 2.3633
C 1.1275 1.0440 1.9547
C -1.3934 1.3131 2.2915
C -1.3927 2.3701 1.2080
C -1.2948 3.6820 1.5877
C -1.3734 4.7107 0.6463
C -1.4941 4.4071 -0.7043
C -1.6119 3.0686 -1.0727
C -1.7086 2.0447 -0.1341
H 0.6111 -1.5184 2.3688
H -1.0732 -1.3420 2.8032
H 0.1101 -0.9367 3.8979
H 1.9435 0.3264 1.9242
H 1.3829 1.8537 2.7349
H 1.0009 1.5134 0.9790
H -1.4853 1.6677 3.3057
H -2.1340 0.5958 2.1100
H -0.9938 3.9217 2.6375
H -1.4010 5.7251 1.0302
H -1.6296 5.1206 -1.5418
H -1.7982 2.8925 -2.1389
C 5.7819 -2.2193 -0.2212
C 4.3165 -2.1166 -0.4186
C 3.3825 -3.0466 -0.0508
C 2.0003 -2.7798 -0.1706
C 1.0703 -3.8343 0.3707
C 1.6156 -1.5621 -0.7492
C 2.5458 -0.5648 -1.1564
C 2.1485 0.7522 -1.8513
C 3.8688 -0.9019 -0.9232
C 0.1876 -1.2787 -0.9584
O -0.4955 -1.7679 -1.8138
O -0.2413 -0.4034 -0.1027
H 6.1442 -3.0727 0.3383
H 6.1421 -1.3830 0.3363
H 6.3781 -2.2334 -1.1424
H 3.6798 -3.9701 0.4337
H 0.9568 -4.6387 -0.2743
H 0.0547 -3.4485 0.5824
H 1.4776 -4.2499 1.3101
H 1.1921 0.6097 -2.4021
H 2.9254 1.0403 -2.6054
H 2.0414 1.5954 -1.1664
H 4.5561 -0.1808 -1.3069
C -5.2596 1.0284 -1.2989
S -4.4787 -0.5714 -0.8441
C -4.6554 -1.5544 -2.3434
H -6.2843 0.9761 -1.6509
H -4.6502 1.4880 -2.1067
H -5.1948 1.7179 -0.4883
H -4.2834 -1.1186 -3.2890
H -5.6894 -1.7315 -2.4198
H -4.1035 -2.4597 -2.1943
```

Results
**E**: -1556.36829 hartree
**HOMO level (alpha / beta)**: -10.657 / -10.941 eV
**E_LUMO (alpha / beta)**: -2.2 / -5.3 eV
**Frontier orbital gap (alpha / beta)**: 8.44 / 5.62 eV
**Multiplicity**: 3
**⟨S²⟩**: 2.02
**Total charge**: +1
**Energy relative to the best compared isomer or geometry (same formula, charge and spin)**: 0.0 kJ/mol

# 8
The following is a quantum chemistry calculation of 2 unconnected molecules or ions with the total composition C3H10NP2, from OMol25.

XYZ file:
```
16
C3H10NP2 | OMol25 | the ωB97M-V functional and the def2-TZVPD basis
C -2.2084 2.1741 2.1179
C 1.6616 -0.5909 -0.8439
C 2.1042 -1.3970 -2.0349
N -2.8531 1.5224 1.1793
P 1.5851 -1.4098 0.8847
P -0.1225 -0.9776 -0.4953
H -1.1682 2.3713 1.9131
H -2.8220 2.6635 2.8499
H 1.9661 0.5055 -0.8834
H 3.1815 -1.1185 -2.4783
H 1.3382 -1.0888 -2.7593
H 2.0559 -2.5817 -1.9656
H -3.8119 1.3723 1.3477
H -2.3081 0.8557 0.7006
H 1.4602 -0.1042 1.4437
H -0.0586 -2.1963 -0.9762
```

Results
**E**: -857.40230 hartree
**HOMO level**: -12.297 eV
**E_LUMO**: -6.3 eV
**Frontier orbital gap**: 6.04 eV
**Multiplicity**: 1
**Total charge**: +1
**Energy relative to the best compared isomer or geometry (same formula, charge and spin)**: 200.5 kJ/mol

# 9
The following is a quantum chemistry calculation of a single C5H10N2O molecule, from OMol25.

XYZ file:
```
18
C5H10N2O | OMol25 | the ωB97M-V functional and the def2-TZVPD basis
C 0.9875 1.2073 1.3396
C 0.4543 0.1317 0.4311
C 0.7381 -1.2251 1.0159
C 0.8449 0.1944 -1.0197
C -1.4033 0.0572 -0.8723
H 0.3628 1.2829 2.2325
H 1.9462 1.0431 1.7295
H 0.9071 2.2052 0.9138
H 0.2687 -1.9590 0.2617
H 0.2552 -1.4911 1.9498
H 1.8061 -1.4649 1.0444
H 1.4425 1.1193 -1.3071
H 1.5169 -0.6124 -1.4040
H -2.5990 -0.4089 -2.4110
H -3.4757 -0.3883 -0.9655
N -2.6400 -0.0629 -1.4854
N -1.0646 0.3218 0.3480
O -0.3477 0.0496 -1.8014
```

Results
**E**: -381.25855 hartree
**HOMO level**: -8.918 eV
**E_LUMO**: 0.9 eV
**Frontier orbital gap**: 9.82 eV
**Multiplicity**: 1
**Total charge**: 0
**Energy relative to the best compared isomer or geometry (same formula, charge and spin)**: 70.6 kJ/mol

# 10
The following is a quantum chemistry calculation of a molecular structure, C34H54BrMnN2O2, from OMol25.

XYZ file:
```
94
C34H54BrMnN2O2 | OMol25 | the ωB97M-V functional and the def2-TZVPD basis
Mn 0.5035 -0.3526 0.8196
C -0.8812 2.2247 0.0376
N 0.4572 1.6052 -0.0462
C 0.9115 1.5957 -1.4414
C 1.3843 2.3270 0.8512
C 2.6962 1.5711 0.9673
N 2.4640 0.1057 1.0202
C 1.9846 -0.4782 2.1813
C -0.2816 -1.6328 2.1400
C -0.0917 -2.6319 3.0571
C -1.2138 -3.3373 3.4860
C -2.5131 -2.9975 2.9744
C -2.7554 -2.0412 2.0313
C -1.5679 -1.3630 1.5903
O -1.4634 -0.5071 0.6384
C -4.1226 -1.6899 1.4791
C -5.2288 -2.5042 2.1469
C -4.3824 -0.1968 1.7291
C -4.1507 -1.9773 -0.0298
C -1.1231 -4.4840 4.4839
C -1.9669 -4.1352 5.7203
C 0.3122 -4.7492 4.9349
C -1.6642 -5.7655 3.8308
C 3.4016 -0.6911 0.1635
C 3.1077 -2.1527 0.1571
C 4.0435 -3.0750 0.6061
C 3.7817 -4.4361 0.5600
C 2.5546 -4.8181 0.0141
C 1.5864 -3.9297 -0.4503
C 1.8598 -2.5520 -0.3439
O 0.9662 -1.6133 -0.6518
C 0.2664 -4.4288 -1.0507
C 0.1390 -3.9213 -2.4939
C 0.1874 -5.9577 -1.0815
C -0.9285 -3.9197 -0.2350
C 4.8086 -5.4387 1.0900
C 5.1058 -5.1378 2.5653
C 6.1110 -5.3191 0.2879
C 4.3102 -6.8800 0.9877
H -0.8240 3.2656 -0.3002
H -1.2278 2.1786 1.0681
H -1.5709 1.6744 -0.5975
H 0.9138 2.6128 -1.8485
H 0.2436 0.9696 -2.0299
H 1.9107 1.1754 -1.5188
H 0.8911 2.3911 1.8223
H 1.5708 3.3435 0.4826
H 3.2419 1.8850 1.8576
H 3.3368 1.7422 0.1039
H 1.7919 0.1531 3.0385
H 2.3400 -1.4815 2.3717
H 0.8927 -2.8746 3.4346
H -3.3530 -3.5591 3.3598
H -5.2795 -2.3190 3.2226
H -5.1022 -3.5774 1.9844
H -6.1901 -2.2176 1.7160
H -4.3187 0.0376 2.7932
H -5.3827 0.0607 1.3713
H -3.6549 0.4273 1.2107
H -4.0037 -3.0422 -0.2248
H -3.3783 -1.4220 -0.5609
H -5.1243 -1.6881 -0.4337
H -1.6342 -3.1974 6.1690
H -1.8685 -4.9275 6.4665
H -3.0257 -4.0352 5.4779
H 0.7407 -3.8894 5.4540
H 0.9614 -5.0053 4.0945
H 0.3175 -5.5929 5.6275
H -2.6999 -5.6574 3.5068
H -1.6213 -6.5887 4.5478
H -1.0667 -6.0415 2.9590
H 4.4103 -0.4955 0.5362
H 3.3072 -0.2722 -0.8392
H 4.9873 -2.7099 1.0021
H 2.3349 -5.8726 -0.0459
H 0.9600 -4.3006 -3.1078
H 0.1527 -2.8330 -2.5285
H -0.7999 -4.2756 -2.9285
H 1.0001 -6.4013 -1.6616
H -0.7537 -6.2527 -1.5503
H 0.2045 -6.3910 -0.0779
H -0.9844 -2.8339 -0.2704
H -0.8553 -4.2350 0.8099
H -1.8571 -4.3251 -0.6485
H 5.5303 -4.1399 2.6934
H 5.8233 -5.8593 2.9648
H 4.1941 -5.1928 3.1649
H 6.5237 -4.3101 0.3474
H 5.9395 -5.5487 -0.7660
H 6.8637 -6.0126 0.6723
H 3.3912 -7.0312 1.5586
H 5.0677 -7.5571 1.3883
H 4.1201 -7.1712 -0.0476
Br -0.7313 1.0570 3.5178
```

Results
**E**: -5312.93967 hartree
**HOMO level (alpha / beta)**: -7.378 / -7.671 eV
**E_LUMO (alpha / beta)**: -0.2 / -1.9 eV
**Frontier orbital gap (alpha / beta)**: 7.21 / 5.81 eV
**Multiplicity**: 5
**⟨S²⟩**: 6.23
**Total charge**: 0